DFT (the ωB97M-V functional and the def2-TZVPD basis) results for an isolated molecule of C9H18F5N3O.

Cartesian coordinates (Å):
F  -3.188  3.793  -0.322
F  -2.117  3.244  -2.715
F  -0.945  1.616  -1.917
F  -0.622  3.629  -1.204
F  -3.579  1.740  -1.001
O  1.263  -2.557  -0.129
N  2.844  -2.619  -1.897
N  3.031  0.398  1.299
N  0.556  0.430  1.289
C  -0.102  -0.741  0.694
C  1.755  -3.308  -1.208
C  -2.058  2.055  0.844
C  -1.602  -0.497  0.377
C  -1.562  2.766  -1.607
C  -2.617  2.561  -0.485
C  -2.334  0.581  1.182
C  0.644  -1.328  -0.521
C  1.785  0.123  2.030
H  1.767  -0.939  2.302
H  1.422  -0.635  -0.864
H  -2.120  -1.444  0.581
H  -0.040  -1.530  -1.358
H  -2.129  0.452  2.252
H  -0.052  -1.527  1.458
H  -3.411  0.411  1.055
H  -1.742  -0.320  -0.694
H  3.563  -0.447  1.138
H  2.942  -2.968  -2.843
H  0.782  1.088  0.550
H  1.786  0.703  2.960
H  2.063  -4.269  -0.776
H  0.956  -3.486  -1.944
H  3.724  -2.789  -1.421
H  -0.994  2.294  0.873
H  -2.530  2.680  1.612
H  2.863  0.839  0.405

Cartesian forces (eV/Å) of the 3 atoms listed first:
0.054 -0.252 -0.005
-0.108 0.017 -0.038
-0.036 -0.084 0.101

Computed properties:
* 2S+1: 1
* gap between HOMO and LUMO: 9.820 eV